C6H10O | ωB97M-V/def2-TZVPD

Each line ends with the Löwdin charge.
Geometry (Å):
C 1.940 -0.482 0.087  -0.102
C 0.688 0.255 0.454  -0.270
C 0.201 1.451 -0.344  -0.184
C -1.284 1.271 -0.150  -0.092
C -1.728 0.009 -0.091  -0.082
C -0.696 -0.961 0.320  -0.251
O -0.832 -2.267 -0.270  -0.045
H 1.813 -0.849 -0.932  0.079
H 2.879 0.081 0.157  0.076
H 2.006 -1.345 0.757  0.079
H 0.739 0.633 1.502  0.136
H 0.455 1.369 -1.414  0.121
H 0.531 2.459 -0.041  0.115
H -1.937 2.114 0.028  0.099
H -2.750 -0.264 -0.357  0.109
H -0.653 -1.213 1.372  0.123
H -1.371 -2.259 -1.080  0.088

The value obtained for the HOMO energy is -8.729 eV. As for the total energy: -309.7675 hartree. The LUMO energy is 0.8 eV. For the energy above the lowest of the compared OMol25 structures with the same formula, charge and spin, the calculation gives 46.98 kcal per mole.